The following is a quantum chemistry calculation of a single C4H5Cl2FS molecule, from OMol25.

## Properties
* relative energy (zero: lowest compared OMol25 entry of this formula, charge and spin): 2.293 eV
* LUMO level: -1.38 eV
* gap between HOMO and LUMO: 8.076 eV
* net charge: 0
* HOMO energy: -9.461 eV
* SMILES: F[C@@H](CCl)[C@H](Cl)C=S

Geometry (Å):
C: -0.912 -1.147 -0.312
C: -0.434 -0.216 0.732
C: 0.292 1.046 0.161
C: 1.666 0.684 -0.385
H: -0.246 -1.581 -1.070
H: -1.016 -2.118 0.269
H: 0.344 -0.508 1.675
H: 0.540 1.519 1.170
H: 2.273 1.598 -0.835
F: -1.692 0.346 1.180
S: 2.312 -0.930 -0.624
Cl: -2.536 -0.820 -1.049
Cl: -0.592 2.126 -0.910

Atomic forces in eV per Å
C -0.476 -4.747 0.482
C 0.093 3.448 0.515
C 1.774 -0.997 2.445
C 1.951 -1.621 -2.235
H 0.023 1.359 0.014
H -0.612 0.879 -0.540
H -2.727 -0.074 -2.694
H -0.365 0.480 -1.442
H -1.231 -1.979 1.131
F 1.830 -0.621 1.167
S -1.429 4.194 0.889
Cl 0.973 -0.070 0.111
Cl 0.198 -0.252 0.159